C20H35N7RuSSb2 | wB97M-V/def2-TZVPD

Summary:
HOMO-LUMO gap (alpha / beta): 6.42 / 5.61 eV
<S²>: 0.76
LUMO level (alpha / beta): -9.2 / -10.1 eV
net charge: +3
2S+1: 2

XYZ file:
```
66
C20H35N7RuSSb2, DFT wB97M-V/def2-TZVPD
Ru -0.724 0.159 0.165
C 2.038 1.951 -1.928
Sb 1.872 0.563 -0.338
C 2.921 1.493 1.243
C 3.292 -0.894 -0.994
C 3.474 -2.121 -0.152
C 4.505 -2.152 0.782
C 4.783 -3.299 1.511
C 4.034 -4.446 1.292
C 2.999 -4.423 0.369
C 2.694 -3.267 -0.344
C 1.525 -3.282 -1.288
Sb -0.196 -2.455 -0.301
C 0.093 -3.188 1.666
C -1.780 -3.709 -0.955
H 3.088 2.037 -2.204
H 1.675 2.927 -1.610
H 1.473 1.603 -2.790
H 3.821 1.951 0.834
H 3.202 0.743 1.981
H 2.314 2.260 1.718
H 4.214 -0.310 -1.020
H 3.036 -1.121 -2.030
H 5.132 -1.277 0.910
H 5.599 -3.307 2.219
H 4.262 -5.357 1.827
H 2.424 -5.325 0.189
H 1.210 -4.301 -1.514
H 1.696 -2.767 -2.232
H -0.853 -3.588 2.028
H 0.427 -2.383 2.313
H 0.839 -3.979 1.650
H -1.540 -4.720 -0.630
H -1.874 -3.699 -2.039
H -2.723 -3.411 -0.500
C -0.709 4.731 1.802
N -1.012 4.519 0.385
C -1.291 5.699 -0.445
C -0.987 3.277 -0.107
N -0.557 2.236 0.551
N -1.430 3.137 -1.414
C -1.487 2.005 -2.183
N -1.923 2.207 -3.436
N -1.177 0.819 -1.737
H -1.043 5.724 2.083
H 0.363 4.660 1.997
H -1.250 4.014 2.421
H -0.931 6.578 0.080
H -2.361 5.827 -0.621
H -0.747 5.659 -1.389
H -0.207 2.480 1.466
H -1.807 3.971 -1.836
H -2.069 3.129 -3.814
H -1.950 1.451 -4.101
H -1.305 0.111 -2.448
S -1.428 0.017 2.532
C -2.878 -0.442 1.770
N -4.028 -0.787 2.388
C -5.136 -1.138 1.695
C -5.093 -1.153 0.328
C -3.886 -0.796 -0.281
N -2.821 -0.450 0.423
H -4.046 -0.781 3.404
H -6.013 -1.396 2.275
H -5.960 -1.429 -0.254
H -3.785 -0.788 -1.360
```